Record 1
Density functional theory data (ωB97M-V/def2-TZVPD) for C3H7NOS in the gas phase.

Summary:
structure (SMILES): NC(=O)CCS
E_tot: -646.65193 Eh
LUMO level: 0.692 eV
orbital gap: 0.3571 Ha
energy above the lowest of the compared OMol25 structures with the same formula, charge and spin: 1.634 eV

```
! wB97M-V def2-TZVPD RIJCOSX def2/J DEFGRID3
* xyz 0 1
N 0.37 -1.50 2.29
C 0.73 -0.45 1.45
O 1.27 0.64 1.81
C 0.18 -0.67 0.03
C -0.49 0.51 -0.55
S -0.82 0.72 -2.37
H 0.93 -1.90 2.96
H -0.29 -2.10 1.92
H 0.81 -1.15 -0.73
H -0.77 -1.48 0.09
H -0.01 1.52 -0.40
H -1.39 0.69 0.09
H -1.36 1.90 -1.99
*
```

Here are the natural (NBO) charges for atoms 1 to 2, given in e: atom 1 (N): -0.82, atom 2 (C): 0.67

Record 2
Density functional theory data (ωB97M-V/def2-TZVPD) for 8 unconnected molecules or ions with the total composition C32H49NO21.

Summary:
structure (SMILES): C[C@H]1COC(=O)O1.C[C@H]1COC(=O)O1.C[C@H]1COC(=O)O1.C[C@H]1COC(=O)O1.C[C@H]1COC(=O)O1.C[C@H]1COC(=O)O1.C[C@H]1COC(=O)O1.CCCC#N
E_tot: -2883.43536 Eh
LUMO level: -0.314 eV
orbital gap: 0.3610 Ha
energy above the lowest of the compared OMol25 structures with the same formula, charge and spin: 2.993 eV

```
! wB97M-V def2-TZVPD RIJCOSX def2/J DEFGRID3
* xyz 0 1
C -1.46 1.09 4.21
C -2.83 0.98 4.98
C -3.63 -0.33 4.72
O -3.04 -1.15 5.70
C -2.45 -0.43 6.65
O -2.01 -0.93 7.69
O -2.42 0.79 6.37
H -1.53 0.67 3.18
H -0.76 0.51 4.75
H -1.11 2.17 4.10
H -3.43 1.77 4.65
H -3.58 -0.81 3.70
H -4.59 -0.07 4.90
C -3.70 4.13 2.06
C -2.90 3.29 1.03
C -3.53 3.40 -0.41
O -2.48 4.00 -1.17
C -1.41 4.17 -0.37
O -0.38 4.65 -0.83
O -1.50 3.74 0.88
H -4.75 3.93 2.18
H -3.65 5.18 1.75
H -3.41 3.99 3.15
H -2.72 2.28 1.32
H -4.40 4.09 -0.47
H -3.96 2.45 -0.68
C -2.68 -1.65 0.83
C -2.55 -1.77 -0.71
C -3.95 -1.51 -1.35
O -3.81 -0.37 -2.13
C -2.63 0.07 -2.06
O -2.32 1.08 -2.66
O -1.76 -0.71 -1.30
H -1.84 -2.19 1.24
H -3.54 -2.08 1.39
H -2.56 -0.59 1.20
H -2.16 -2.71 -1.03
H -4.79 -1.25 -0.64
H -4.34 -2.11 -2.11
C 3.87 -2.31 0.72
C 2.83 -2.43 -0.48
C 2.81 -3.73 -1.35
O 1.66 -4.35 -0.90
C 0.88 -3.52 -0.19
O -0.20 -3.91 0.34
O 1.55 -2.40 -0.07
H 3.79 -3.18 1.40
H 3.66 -1.41 1.30
H 4.91 -2.26 0.40
H 2.99 -1.60 -1.13
H 3.76 -4.26 -1.27
H 2.72 -3.74 -2.41
C 4.67 0.21 -3.51
C 3.27 -0.07 -4.10
C 3.18 -1.41 -4.92
O 1.94 -1.90 -4.50
C 1.45 -1.24 -3.52
O 0.48 -1.53 -2.89
O 2.22 -0.30 -3.20
H 5.44 0.23 -4.23
H 4.88 -0.59 -2.73
H 4.69 1.27 -3.05
H 3.03 0.77 -4.70
H 3.88 -2.11 -4.57
H 3.21 -1.25 -6.02
C 0.15 2.52 -4.13
C 1.03 2.98 -5.25
C 2.48 3.30 -4.97
O 3.04 2.81 -6.15
C 2.23 1.96 -6.80
O 2.51 1.35 -7.83
O 0.99 2.01 -6.29
H 0.52 1.55 -3.84
H -0.87 2.34 -4.51
H 0.17 3.23 -3.27
H 0.65 3.84 -5.73
H 2.91 2.93 -3.98
H 2.76 4.37 -4.66
C 0.85 -2.16 3.36
C 0.15 -2.64 4.58
C -1.03 -3.62 4.34
O -0.55 -4.83 4.92
C 0.54 -4.58 5.65
O 1.01 -5.36 6.55
O 0.96 -3.35 5.46
H 0.17 -1.87 2.58
H 1.69 -2.73 2.92
H 1.34 -1.21 3.69
H -0.27 -1.76 5.08
H -1.23 -3.74 3.26
H -2.03 -3.22 4.69
C 1.87 2.06 -0.82
C 0.85 0.90 -0.65
C 0.28 0.88 0.79
C 1.23 0.85 1.99
N 2.00 0.76 2.89
H 2.49 2.13 0.04
H 1.32 3.02 -0.88
H 2.28 1.70 -1.76
H 1.23 -0.02 -0.94
H 0.02 1.06 -1.43
H -0.39 0.05 1.01
H -0.33 1.82 0.91
*
```

Here are the Mulliken charges for atoms 1 to 2, given in e: atom 1 (C): -0.75, atom 2 (C): 0.15

Record 3
Density functional theory data (ωB97M-V/def2-TZVPD) for a molecular structure, C2H7N5.

Summary:
E_tot: -353.94858 Eh
LUMO level (alpha / beta): -1.042 / -1.030 eV
orbital gap (alpha / beta): 0.2511 / 0.2520 Ha
energy above the lowest of the compared OMol25 structures with the same formula, charge and spin: 6.607 eV

```
! wB97M-V def2-TZVPD RIJCOSX def2/J DEFGRID3
* xyz 0 1
N -0.22 1.05 0.89
C 0.88 0.32 1.49
N 0.81 -0.91 1.71
H -1.14 0.81 1.26
H -0.13 2.04 0.71
H -0.05 -1.41 0.68
H 1.81 0.89 1.39
C -0.79 -1.47 -0.51
N -0.14 0.25 -1.96
N -0.81 -0.18 -0.99
N 0.69 1.15 -2.10
H 1.05 1.48 -1.19
H -1.78 -1.85 -0.31
H -0.17 -2.17 -1.07
*
```

Here are the natural (NBO) charges for atoms 1 to 2, given in e: atom 1 (N): -0.81, atom 2 (C): 0.20

Record 4
Density functional theory data (ωB97M-V/def2-TZVPD) for a molecular structure, C20H10Cl2N3O4PdS.

Summary:
E_tot: -2679.77922 Eh
LUMO level (alpha / beta): 4.165 / 4.165 eV
orbital gap (alpha / beta): 0.1796 / 0.1967 Ha
energy above the lowest of the compared OMol25 structures with the same formula, charge and spin: 0.000 eV

```
! wB97M-V def2-TZVPD RIJCOSX def2/J DEFGRID3
* xyz -2 2
Pd 0.13 -0.75 -0.45
O 2.37 6.35 0.29
N 3.29 5.48 0.28
O 4.51 5.83 0.34
C 3.01 4.12 0.13
C 4.08 3.25 0.09
C 3.90 1.85 -0.08
C 4.97 0.94 -0.09
C 4.72 -0.40 -0.26
C 3.40 -0.83 -0.42
N 2.38 0.01 -0.41
C 2.60 1.31 -0.23
C 1.46 2.21 -0.17
N 0.25 1.64 -0.30
C -0.83 2.39 -0.20
C -0.77 3.76 0.01
C 0.46 4.37 0.12
C 1.64 3.60 0.03
H 5.08 3.65 0.19
H 5.98 1.31 0.04
H 5.52 -1.12 -0.27
H 3.15 -1.87 -0.56
H -1.78 1.87 -0.31
H -1.68 4.34 0.09
H 0.57 5.43 0.28
Cl -5.88 1.20 4.49
C -4.78 0.71 3.22
C -5.22 0.69 1.89
C -4.37 0.31 0.90
Cl -4.94 0.31 -0.75
C -2.98 -0.11 1.11
O -2.27 -0.48 0.16
C -2.59 -0.04 2.50
C -1.24 -0.36 2.98
O -0.30 -0.82 2.39
C -3.48 0.37 3.50
H -6.24 0.97 1.65
H -1.14 -0.10 4.06
H -3.12 0.40 4.52
S 0.62 -3.65 0.14
C 0.27 -2.47 -0.91
*
```

Here are the natural (NBO) charges for atoms 1 to 2, given in e: atom 1 (Pd): 0.48, atom 2 (O): -0.58

Record 5
Density functional theory data (ωB97M-V/def2-TZVPD) for a molecular structure, C6H18AlFO3.

Summary:
E_tot: -806.35600 Eh
LUMO level: -13.883 eV
orbital gap: 0.0537 Ha
energy above the lowest of the compared OMol25 structures with the same formula, charge and spin: 5.567 eV

```
! wB97M-V def2-TZVPD RIJCOSX def2/J DEFGRID3
* xyz 2 1
Al 0.14 4.13 -0.03
F 4.96 4.92 0.77
C 1.83 -3.29 3.18
C 2.07 -2.45 1.91
O 1.67 -1.13 2.09
H 1.21 -4.13 2.88
H 1.31 -2.85 4.03
H 2.76 -3.72 3.55
H 1.59 -2.97 1.08
H 3.12 -2.45 1.64
H 1.73 -0.86 3.01
C 4.49 0.90 -3.26
C 3.40 0.09 -3.97
O 2.14 0.70 -3.59
H 4.45 1.95 -3.53
H 5.50 0.61 -3.52
H 4.51 0.79 -2.18
H 3.50 -0.95 -3.67
H 3.66 0.38 -4.99
H 1.46 0.40 -4.20
C -6.84 0.51 0.66
C -5.88 1.72 0.93
O -4.63 1.43 1.58
H -6.40 -0.09 -0.13
H -7.84 0.81 0.34
H -6.75 -0.14 1.53
H -6.44 2.45 1.52
H -5.84 2.33 0.03
H -4.89 0.92 2.35
*
```

Here are the natural (NBO) charges for atoms 1 to 2, given in e: atom 1 (Al): 1.00, atom 2 (F): -0.13

Record 6
Density functional theory data (ωB97M-V/def2-TZVPD) for 4 unconnected molecules or ions with the total composition CH10O3S.

Summary:
structure (SMILES): CS.O.O.O
E_tot: -667.95489 Eh
LUMO level: 0.369 eV
orbital gap: 0.3528 Ha
energy above the lowest of the compared OMol25 structures with the same formula, charge and spin: 1.140 eV

```
! wB97M-V def2-TZVPD RIJCOSX def2/J DEFGRID3
* xyz 0 1
C -1.41 -1.80 -0.03
S -0.96 -1.14 1.64
H -2.26 -2.52 0.15
H -0.56 -2.24 -0.52
H -1.73 -1.06 -0.77
H 0.27 -1.60 1.65
O 1.50 0.64 -1.58
H 2.08 0.21 -2.22
H 1.84 0.69 -0.68
O 1.80 0.92 1.17
H 2.05 1.59 1.89
H 1.06 1.41 1.19
O -1.32 1.92 -0.91
H -1.85 1.58 -0.17
H -0.49 1.38 -0.81
*
```

Here are the natural (NBO) charges for atoms 1 to 2, given in e: atom 1 (C): -0.73, atom 2 (S): -0.08

| no. | strongest force on any atom (eV/A) |
| --- | --- |
| 1 | 4.2 |
| 2 | 6.8 |
| 3 | 2.9 |
| 4 | 0.7 |
| 5 | 3.2 |
| 6 | 6.5 |